Density functional theory data (the ωB97M-V functional and the def2-TZVPD basis) for a 2-piece molecular cluster, C4H5N3 overall.

The relative energy (zero: lowest compared OMol25 entry of this formula, charge and spin) is 464.0 kJ/mol. The calculation puts the LUMO energy (spin up / spin down) at -1.449 / -0.156 eV.

Geometry as ORCA input:
```
! wB97M-V def2-TZVPD RIJCOSX def2/J DEFGRID3
* xyz 0 1
N -0.851 -2.636 0.344
N -0.288 -0.012 -1.810
H -0.076 0.975 -2.017
H 0.189 -0.735 -2.370
C 1.414 0.373 1.267
C -1.087 0.892 0.294
C -0.690 -0.210 -0.479
H 1.096 0.096 2.261
N -1.593 1.766 0.882
C -0.841 -1.514 0.055
H 1.664 -0.354 0.541
H 1.064 1.360 1.031
*
```

***

Density functional theory data (the ωB97M-V functional and the def2-TZVPD basis) for one molecule with the formula C24H23N3O4S2.

The relative energy (zero: lowest compared OMol25 entry of this formula, charge and spin) is 0.0 kJ/mol. As for the structure (SMILES): CCOC(=O)c1c(NC(=O)Cn2cnc3sc(C)c(-c4ccccc4)c3c2=O)sc(C)c1C. The calculation puts the LUMO energy at 0.430 eV.

Geometry as ORCA input:
```
! wB97M-V def2-TZVPD RIJCOSX def2/J DEFGRID3
* xyz 0 1
H -3.597 -2.993 -5.356
H -3.398 3.544 0.609
N -1.714 2.452 1.153
C -2.810 -2.273 -5.130
C -2.546 -2.217 -3.664
O -1.251 -4.814 -0.581
C 3.320 5.926 0.956
C -1.870 -4.615 -3.299
H 1.793 2.497 3.518
H -3.124 -1.296 -5.484
C -2.459 1.218 1.266
N -1.741 4.718 0.560
C 4.676 1.098 2.448
C 0.347 3.625 1.145
H 3.670 6.110 -0.060
C -0.312 2.357 1.318
C 3.848 2.676 0.843
H 0.817 -4.337 1.135
H -2.072 -4.713 -4.361
C 4.801 1.754 1.235
H -1.413 -5.379 1.396
H 3.230 6.889 1.455
C 3.592 1.367 3.267
H 0.990 -6.030 1.615
C -1.994 -2.780 -1.484
H 5.420 0.377 2.753
C -2.576 0.580 -0.120
C -2.136 -3.220 -2.841
H -2.496 -5.317 -2.752
C -0.804 -5.609 0.516
C 1.741 3.926 1.248
C -0.407 4.724 0.752
H 3.937 3.176 -0.111
S -2.768 -0.702 -2.823
H -1.913 -2.567 -5.675
O -2.925 1.210 -1.099
H 5.643 1.544 0.591
N -2.261 -0.731 -0.171
C -1.578 -3.548 -0.317
H -3.461 1.430 1.647
C -2.307 -1.439 -1.347
C 2.007 5.227 0.940
H 4.059 5.320 1.475
H 3.490 0.855 4.213
H 1.270 -5.554 -0.068
H -0.978 -6.641 0.202
C 0.668 -5.367 0.818
S 0.569 6.126 0.516
O -1.539 -3.078 0.811
C 2.757 2.948 1.661
H -1.936 -1.290 0.625
H -0.833 -4.883 -3.108
C -2.330 3.593 0.761
H -1.918 0.559 1.949
C 2.636 2.286 2.878
O 0.190 1.281 1.577
*
```

***

Density functional theory data (the ωB97M-V functional and the def2-TZVPD basis) for C3H10N3 as an isolated structure.

The relative energy (zero: lowest compared OMol25 entry of this formula, charge and spin) is 559.7 kJ/mol. The calculation puts the LUMO energy at -3.578 eV.

Geometry as ORCA input:
```
! wB97M-V def2-TZVPD RIJCOSX def2/J DEFGRID3
* xyz 1 1
H 1.073 -1.706 1.654
H -0.522 -0.991 -1.154
H -2.856 0.599 -1.052
H 1.189 -1.963 2.406
H -0.613 2.155 0.147
H -3.227 -0.193 0.390
C 0.410 2.120 0.476
N 0.510 -1.054 -1.129
H 3.095 0.256 0.698
N -2.680 -0.265 -0.475
H 0.846 -1.900 -1.550
H -2.809 -1.186 -0.933
C 2.258 0.400 -0.007
C 1.239 -0.203 -0.506
H 1.015 2.819 0.982
N 1.071 1.113 0.052
*
```

***

Density functional theory data (the ωB97M-V functional and the def2-TZVPD basis) for C13H23N2O2PTi as an isolated structure.

The calculation puts the LUMO energy (spin up / spin down) at 0.521 / -0.931 eV.

Geometry as ORCA input:
```
! wB97M-V def2-TZVPD RIJCOSX def2/J DEFGRID3
* xyz 0 3
H 1.399 1.318 -1.666
H 1.571 0.829 1.547
C -2.769 0.382 -2.579
C -0.820 2.630 -0.247
Ti 0.144 -0.127 1.413
C -1.242 0.129 -0.240
H -2.380 2.514 -2.382
H -3.363 0.485 -3.481
H 2.400 3.387 1.733
H -2.206 -2.497 0.633
C -1.468 1.390 -0.814
H -2.048 -3.100 -1.026
C -2.238 1.515 -1.974
N 0.856 -1.836 0.219
H 0.229 1.455 2.118
H 2.223 -0.700 -0.964
H 0.672 -1.079 -1.763
H 2.561 -3.079 0.509
H 0.778 3.941 2.155
H -3.019 -1.767 -2.456
H -0.232 -3.520 0.923
P 0.767 2.174 0.538
C -1.608 -2.396 -0.293
O -0.750 -0.997 2.759
H 1.530 4.488 0.613
H 1.905 -2.351 -1.544
C 1.441 -1.462 -1.088
C -0.170 -2.886 0.024
H 0.183 -3.527 -0.797
H -1.446 3.092 0.534
N -0.747 -1.148 4.160
O -1.262 -2.171 4.524
H 2.796 1.583 -0.611
C 1.830 2.000 -0.929
H 1.508 -2.885 1.946
H -0.616 3.372 -1.043
C 1.940 -2.365 1.080
C -2.563 -0.880 -2.019
C 1.424 3.652 1.318
H 2.578 -1.537 1.440
C -1.770 -1.011 -0.862
H 1.982 2.985 -1.408
*
```

***

Density functional theory data (the ωB97M-V functional and the def2-TZVPD basis) for C25H21BrKN4O5S as an isolated structure.

The relative energy (zero: lowest compared OMol25 entry of this formula, charge and spin) is 39.0 kJ/mol. The calculation puts the LUMO energy at 1.736 eV.

Geometry as ORCA input:
```
! wB97M-V def2-TZVPD RIJCOSX def2/J DEFGRID3
* xyz -1 1
H 3.788 -3.439 -1.540
H -3.070 6.196 3.315
C -4.473 4.015 -0.658
H 7.694 -4.921 1.257
H 0.298 -6.744 -1.236
H -1.884 -5.457 -1.786
H 1.439 5.786 -0.037
O -5.146 0.784 -2.318
O -3.445 1.622 -1.065
H -0.408 3.916 -0.246
C -2.918 4.589 1.879
O -4.587 2.822 2.954
H 6.170 -5.167 -0.638
N 2.388 -5.616 -0.416
H -4.966 5.027 -0.607
C 1.489 -5.016 -1.265
H 3.809 -1.031 -2.071
C -2.477 5.765 2.484
H -6.239 2.995 -1.528
O -5.488 5.156 2.534
C 3.929 -5.226 1.976
C 2.850 -2.904 -1.704
C 0.235 -5.676 -1.457
C -0.562 5.750 0.988
O -1.927 -2.935 -1.906
C 0.538 -2.826 -1.946
C -0.897 -5.002 -1.815
K -2.308 -0.385 -2.115
C 2.852 -1.550 -2.030
C -0.963 4.452 0.518
H 2.878 -5.195 2.159
N 0.516 -1.457 -2.166
Br 7.529 -6.412 3.939
C 1.637 -3.598 -1.633
H 0.346 7.100 -0.543
C -0.827 -3.547 -1.893
S -4.625 4.057 2.172
C 0.649 6.489 0.342
H -2.402 2.815 0.707
H -3.412 4.214 -0.881
C 6.183 -5.656 2.684
H 4.500 -5.926 3.931
H 1.718 0.152 -2.555
C 4.826 -5.611 2.958
N 3.605 -5.138 -0.506
H -1.014 7.331 2.345
C -1.339 6.349 1.986
C -5.142 3.134 -1.725
C 1.699 -0.890 -2.297
C 4.393 -5.219 0.607
H -5.099 3.649 -2.702
C 5.822 -5.123 0.415
N -4.823 3.438 0.663
C 6.688 -5.137 1.484
H 1.138 7.165 1.058
H -4.482 2.460 0.664
C -2.121 3.846 0.978
C -4.560 1.728 -1.714
*
```

***

Density functional theory data (the ωB97M-V functional and the def2-TZVPD basis) for a 8-piece molecular cluster, C45H44F5NO2 overall.

As for the structure (SMILES): O=C(O)NC(F)(F)C(F)(F)F.c1ccccc1.c1ccccc1.c1ccccc1.c1ccccc1.c1ccccc1.c1ccccc1.c1ccccc1. The calculation puts the LUMO energy at 0.110 eV.

Geometry as ORCA input:
```
! wB97M-V def2-TZVPD RIJCOSX def2/J DEFGRID3
* xyz 0 1
C 4.203 7.553 1.925
C -8.856 -5.389 -1.919
H -10.131 -6.860 -1.018
C -9.946 -7.154 -3.134
C 0.130 -1.265 3.576
H 0.679 -2.061 1.660
C 7.884 2.993 4.144
F 3.729 3.090 4.306
H -4.945 0.409 -0.265
C -2.618 1.972 -0.867
H -8.656 -4.880 -0.985
H 5.374 2.185 -4.558
H -0.387 -5.921 -1.451
H 1.101 6.282 2.393
C -8.281 -4.932 -3.098
C -6.463 -1.058 -0.641
H -0.757 -1.880 3.665
C -9.378 -6.693 -4.313
C -9.686 -6.502 -1.937
H 4.688 9.168 0.599
C -1.365 0.521 0.583
H -8.098 -5.227 -5.214
H -1.023 0.252 1.573
H -7.247 -0.324 -0.784
C 5.761 4.184 4.349
H 1.850 1.121 5.251
C -4.164 -1.584 -0.165
H -0.160 -0.298 5.467
F 5.529 4.841 3.194
H 3.125 -1.457 -4.530
F 5.130 4.882 5.302
C -0.985 -0.242 -0.513
C 1.887 6.912 1.998
C 0.492 -5.295 -1.532
H -0.341 -1.103 -0.377
H 5.223 7.423 2.263
C 1.298 -5.372 -2.659
C 2.399 0.325 3.337
C 3.903 8.533 0.989
H -3.256 2.836 -1.006
H -5.977 -4.409 -0.644
H -2.473 2.229 1.259
O 8.378 2.164 4.872
H 1.048 -6.060 -3.457
H 7.430 3.493 2.337
C -4.459 -2.937 -0.267
H 2.109 -0.812 -2.374
H -9.585 -7.199 -5.248
H -3.678 -3.673 -0.117
C 3.196 6.741 2.429
C 2.423 -4.565 -2.766
C 5.033 2.821 4.263
C 4.317 0.322 -4.676
H -7.761 -2.731 -0.983
C -2.238 1.208 -1.962
C 0.935 -1.365 2.449
H -2.580 1.475 -2.954
H 2.733 1.324 -1.302
H 2.193 -2.919 0.180
H 3.266 0.953 3.244
H 4.360 2.827 -2.398
H 3.050 -4.623 -3.647
H -10.592 -8.022 -3.148
C -5.751 -3.352 -0.562
C 2.828 -0.157 -2.851
H -3.153 -1.270 0.057
C 4.661 1.526 -4.078
C 2.595 8.698 0.553
C 3.176 1.045 -2.249
H -7.629 -4.068 -3.083
H 0.568 8.019 0.719
F 5.269 2.209 3.108
C -2.180 1.630 0.406
C -8.544 -5.584 -4.295
C 3.398 -0.519 -4.063
C 2.069 -0.574 2.333
C 1.595 0.422 4.465
N 7.139 4.124 4.695
H 0.188 -4.358 0.375
O 8.068 2.949 2.813
C -6.753 -2.411 -0.751
C 0.814 -4.415 -0.507
C 1.939 -3.610 -0.615
F 5.312 2.035 5.284
H 3.425 5.980 3.157
C 0.464 -0.374 4.586
H 3.614 -3.047 -1.826
C -5.170 -0.644 -0.349
C -1.415 0.105 -1.786
H 4.763 0.039 -5.621
H 2.362 9.458 -0.181
H 2.698 -0.658 1.455
H -1.108 -0.484 -2.641
H 7.566 4.964 4.307
C 1.587 7.889 1.058
C 4.092 1.888 -2.864
C 2.742 -3.683 -1.744
*
```

***

Density functional theory data (the ωB97M-V functional and the def2-TZVPD basis) for C35H27Cl2F2InN7O2Si as an isolated structure.

The relative energy (zero: lowest compared OMol25 entry of this formula, charge and spin) is 199.9 kJ/mol. The calculation puts the LUMO energy at 1.297 eV.

Geometry as ORCA input:
```
! wB97M-V def2-TZVPD RIJCOSX def2/J DEFGRID3
* xyz -1 1
C -3.390 1.986 -4.718
H -2.000 -3.147 -0.867
C 3.695 -0.261 -1.545
C -1.849 5.833 1.581
N 1.418 0.483 -0.834
C 1.977 -3.360 1.932
C -0.502 -1.795 -5.549
H -4.657 -1.878 2.404
H -1.813 -0.968 -7.155
Cl -3.955 0.794 -6.974
H 3.536 0.146 -2.516
C -3.003 0.947 -5.555
C -0.148 -1.784 -4.195
C -1.811 -0.572 3.679
Si 1.524 2.155 -0.372
H 2.437 -3.554 0.955
C -1.178 -0.437 4.983
C -1.996 -0.008 -5.171
H 1.353 -5.425 2.123
F -0.101 -3.607 -1.384
H 0.531 -2.597 -3.758
C -3.691 -1.357 2.393
C 2.457 3.121 -1.607
C 1.100 -3.069 4.481
Cl -3.603 3.172 -2.309
C -3.012 -1.344 3.572
C 2.600 -0.221 -0.639
C -1.536 -0.014 -3.819
H 5.683 -0.753 -2.104
H 1.341 -0.954 4.204
C 1.423 -4.423 2.579
H 2.341 3.369 1.588
H -0.139 -2.604 -6.207
O -2.094 0.749 -1.665
C -0.950 -2.837 -0.565
C 4.926 -0.878 -1.332
N -0.616 -0.416 5.985
C -0.234 2.798 -0.292
H -0.811 2.406 0.501
N -4.602 3.919 2.231
H -3.544 -0.756 0.308
C 4.052 -1.512 0.879
H 3.337 2.499 -1.960
H -3.358 -1.883 4.431
H -4.097 2.728 -5.086
C -3.009 2.004 -3.417
C 0.957 -4.312 3.888
C -1.474 -0.971 -6.093
H -0.789 2.770 -1.226
H 4.278 -1.948 1.854
In -0.527 -0.577 -0.858
C -1.207 -0.077 2.517
C 2.340 2.292 1.371
H 0.762 -2.882 5.478
C 2.819 -0.930 0.608
C -2.174 0.921 -2.932
H 1.855 3.468 -2.433
H 2.931 4.017 -1.183
O 1.841 -0.969 1.535
H 1.739 1.741 2.101
N -0.641 -0.905 -3.337
N -1.600 6.741 0.881
C 1.814 -2.075 2.410
H 3.372 1.973 1.495
C -3.071 -0.766 1.303
C -1.238 3.736 2.790
H 0.518 -5.168 4.376
N -0.467 3.052 3.359
N -1.780 -0.258 1.285
H -0.304 0.472 2.510
H -0.157 3.876 -0.019
C -3.467 4.217 2.225
C -2.168 4.673 2.295
C 5.097 -1.549 -0.095
C 1.477 -1.917 3.753
H 6.034 -2.021 0.212
F -0.796 -3.323 0.719
*
```

***

Density functional theory data (the ωB97M-V functional and the def2-TZVPD basis) for a 2-piece molecular cluster, C8H16NO2P overall.

The relative energy (zero: lowest compared OMol25 entry of this formula, charge and spin) is 238.0 kJ/mol. The calculation puts the LUMO energy (spin up / spin down) at -0.585 / -0.558 eV.

Geometry as ORCA input:
```
! wB97M-V def2-TZVPD RIJCOSX def2/J DEFGRID3
* xyz 0 1
H -1.825 0.229 0.771
C -0.217 -0.522 2.030
H -2.520 4.341 1.467
C -1.065 3.326 0.170
P 0.063 1.889 0.523
H 0.083 -0.512 3.034
C 1.129 0.381 -1.865
H -1.840 3.165 -0.560
H -1.382 1.312 2.252
H 1.884 -4.159 -2.670
O 1.158 2.232 1.421
H -0.166 -2.327 -1.395
C 1.947 -1.914 -1.209
N 1.622 -0.731 -1.854
H -0.903 4.297 2.058
H 0.988 0.956 -2.810
C -1.652 3.667 1.466
H -0.584 4.182 -0.255
H -0.783 -1.397 1.793
C 0.972 -4.054 -2.262
H 0.653 -0.483 1.429
C -0.989 0.649 1.406
H -1.922 2.880 2.038
H 0.664 -3.333 -0.256
C 0.745 -2.890 -1.231
H 0.710 -4.982 -1.782
O 3.049 -2.103 -0.759
H 0.180 -4.099 -2.948
*
```